Molecular formula: CH3N2O2S
Method: DFT, ωB97M-V/def2-TZVPD

## Properties
- Net charge: -1
- HOMO level (spin up / spin down): -4.558 / -1.123 eV
- Kohn-Sham gap (spin up / spin down): 8.266 / 3.299 eV
- 2S+1: 1
- LUMO level (spin up / spin down): 3.707 / 2.176 eV
- E: -697.9385 Ha
- Relative energy (zero: lowest compared OMol25 entry of this formula, charge and spin): 5.423 eV

Last column: Löwdin charge in e.
CARTESIAN COORDINATES (ANGSTROEM)
C 2.538 0.068 -0.299  -0.194
N 1.351 -0.184 -0.997  -0.089
N 1.442 -0.398 0.465  -0.072
O -3.450 1.240 0.850  -0.702
O -3.661 -1.056 -0.045  -0.698
S -2.773 0.007 0.421  0.438
H 2.802 1.170 -0.016  0.098
H 0.500 0.518 -1.134  0.131
H 1.252 -1.365 0.755  0.088